Entry 1:
DFT (the ωB97M-V functional and the def2-TZVPD basis) results for C24H26F5FeISSi as an isolated structure.

Each line ends with the Löwdin charge.
Positions of all 59 atoms, in Å:
Fe -1.378 0.669 0.448  -0.033
C -0.457 2.454 0.998  -0.304
C -1.873 2.651 0.859  -0.304
C -2.518 1.818 1.804  -0.338
C -1.535 1.085 2.527  -0.291
C -0.264 1.485 2.018  -0.287
C 1.079 1.050 2.513  -0.034
C -1.805 0.116 3.639  -0.055
C -3.997 1.780 2.028  -0.088
C -2.581 3.632 -0.030  -0.039
C 0.639 3.253 0.366  -0.050
H 1.768 0.870 1.689  0.066
H 1.023 0.122 3.080  0.068
H 1.521 1.818 3.158  0.081
H -2.232 -0.816 3.261  0.042
H -2.509 0.536 4.364  0.070
H -0.888 -0.126 4.177  0.064
H -4.538 1.671 1.088  0.056
H -4.331 2.703 2.518  0.074
H -4.277 0.933 2.653  0.056
H -3.079 3.144 -0.870  0.067
H -1.883 4.363 -0.443  0.064
H -3.342 4.183 0.532  0.071
H 1.463 2.616 0.042  0.072
H 1.046 3.985 1.075  0.077
H 0.286 3.794 -0.510  0.047
F 5.639 -2.716 2.430  0.062
C 4.498 -3.150 1.842  -0.172
C 3.423 -2.299 1.663  -0.161
F 3.539 -1.022 2.083  0.077
C 2.259 -2.738 1.058  -0.255
F 1.290 -1.815 0.917  0.055
C 2.077 -4.063 0.606  -0.680
S 0.626 -4.644 -0.094  0.454
C 3.210 -4.879 0.801  -0.270
F 3.185 -6.168 0.408  0.032
C 4.378 -4.452 1.398  -0.170
F 5.419 -5.302 1.559  0.067
I -3.199 -1.186 0.237  0.248
C -0.338 2.361 -2.686  -0.236
Si -1.127 0.809 -1.854  0.498
C -2.700 0.667 -2.930  -0.283
C 0.045 -0.557 -2.495  -0.286
C 1.377 -0.555 -2.066  -0.125
C 2.275 -1.538 -2.453  -0.111
C 1.858 -2.566 -3.289  -0.123
C 0.543 -2.593 -3.726  -0.113
C -0.347 -1.601 -3.333  -0.102
H -0.353 2.221 -3.772  0.012
H 0.702 2.512 -2.388  0.001
H -0.894 3.276 -2.458  -0.002
H -2.471 0.816 -3.992  0.012
H -3.425 1.430 -2.626  0.001
H -3.190 -0.299 -2.799  -0.031
H 1.710 0.220 -1.379  0.088
H 3.293 -1.524 -2.076  0.093
H 2.543 -3.360 -3.562  0.090
H 0.199 -3.413 -4.347  0.089
H -1.379 -1.662 -3.660  0.087

Output
LUMO energy in eV: 4.63
F_max in eV/A: 0.7
Net charge: -2
Orbital gap in eV: 5.887
Highest occupied orbital energy in hartree: -0.0463

=====

Entry 2:
DFT (the ωB97M-V functional and the def2-TZVPD basis) results for a 13-piece molecular cluster, C44H125N11O13 overall.

Each line ends with the Löwdin charge.
Positions of all 193 atoms, in Å:
O 3.027 -2.031 1.907  -0.069
H 3.640 -1.884 1.188  -0.001
H 3.166 -1.290 2.497  -0.007
O -4.134 1.815 -1.954  -0.046
H -4.835 1.280 -2.326  0.029
H -4.584 2.568 -1.571  -0.015
C -3.536 3.878 1.285  -0.059
C -4.025 5.091 0.550  -0.461
C -5.505 5.035 0.162  -0.107
O -5.597 4.038 -0.956  -0.230
C -6.842 3.884 -1.511  -0.141
N -3.888 6.279 1.338  0.023
H -2.451 3.834 1.379  0.084
H -3.628 2.941 0.736  0.070
H -4.068 3.731 2.225  0.076
H -3.360 5.243 -0.300  0.139
H -5.897 6.021 -0.088  0.119
H -6.133 4.762 1.011  0.126
H -6.854 3.025 -2.182  0.085
H -7.089 4.725 -2.158  0.091
H -7.591 3.728 -0.735  0.094
H -3.042 6.446 1.865  0.079
H -3.940 7.047 0.684  0.073
C 1.548 0.750 -4.926  -0.047
C 2.743 0.717 -5.937  -0.414
C 3.720 -0.428 -5.855  -0.195
O 4.557 -0.520 -4.725  -0.238
C 5.623 0.473 -4.576  -0.047
N 2.102 0.864 -7.243  0.039
H 1.140 1.752 -4.789  0.053
H 1.880 0.367 -3.962  0.056
H 0.753 0.062 -5.213  0.069
H 3.312 1.621 -5.720  0.120
H 4.424 -0.276 -6.673  0.124
H 3.308 -1.437 -5.871  0.117
H 5.300 1.512 -4.638  0.083
H 6.436 0.154 -5.228  0.091
H 6.015 0.321 -3.571  0.077
H 2.777 1.369 -7.797  0.068
H 1.390 1.580 -7.224  0.066
C -3.347 -0.211 -9.492  -0.070
C -3.038 1.023 -8.658  -0.479
C -2.588 0.702 -7.244  -0.198
O -2.319 1.922 -6.487  -0.188
C -2.223 1.597 -5.091  -0.101
N -2.093 1.859 -9.355  0.055
H -2.474 -0.834 -9.684  0.078
H -3.775 0.067 -10.456  0.082
H -4.083 -0.786 -8.929  0.076
H -4.030 1.462 -8.553  0.134
H -1.725 0.036 -7.240  0.126
H -3.437 0.147 -6.844  0.116
H -2.046 2.524 -4.545  0.080
H -1.585 0.757 -4.818  0.071
H -3.247 1.299 -4.865  0.080
H -1.417 1.186 -9.685  0.067
H -1.681 2.457 -8.653  0.062
C 4.137 -1.078 -1.050  -0.062
C 5.412 -1.966 -1.285  -0.365
C 5.821 -2.875 -0.097  -0.187
O 6.190 -2.131 1.064  -0.195
C 6.337 -2.898 2.213  -0.123
N 5.058 -2.697 -2.516  0.044
H 3.706 -0.607 -1.933  0.061
H 4.442 -0.402 -0.251  0.076
H 3.243 -1.572 -0.669  0.047
H 6.303 -1.360 -1.450  0.127
H 6.684 -3.454 -0.425  0.123
H 4.971 -3.538 0.063  0.125
H 6.540 -2.180 3.007  0.085
H 7.082 -3.684 2.090  0.092
H 5.366 -3.291 2.515  0.076
H 4.155 -3.123 -2.362  0.012
H 4.876 -2.014 -3.238  0.024
C 2.263 -3.718 -4.502  -0.050
C 1.698 -3.042 -3.238  -0.405
C 0.140 -3.066 -3.134  -0.141
O -0.385 -2.715 -1.804  -0.256
C -1.815 -2.589 -1.626  -0.071
N 2.170 -3.889 -2.141  0.039
H 3.313 -3.593 -4.768  0.078
H 1.728 -3.376 -5.387  0.071
H 1.896 -4.742 -4.431  0.079
H 1.989 -1.999 -3.118  0.113
H -0.223 -4.087 -3.252  0.124
H -0.295 -2.347 -3.828  0.117
H -2.226 -1.745 -2.179  0.076
H -2.082 -2.610 -0.569  0.084
H -2.244 -3.467 -2.110  0.080
H 1.746 -4.792 -2.300  0.077
H 1.569 -3.607 -1.380  0.057
C -0.341 0.516 2.037  -0.034
C -0.126 -0.226 0.699  -0.443
C 0.608 0.610 -0.359  -0.185
O -0.186 1.736 -0.733  -0.174
C -0.737 1.515 -2.071  -0.086
N 0.497 -1.453 0.986  0.052
H -0.664 1.475 1.630  0.068
H 0.480 0.720 2.724  0.070
H -1.119 -0.023 2.576  0.059
H -1.082 -0.453 0.229  0.128
H 1.002 0.040 -1.201  0.110
H 1.418 1.071 0.206  0.129
H 0.119 1.459 -2.743  0.054
H -1.237 2.398 -2.468  0.058
H -1.408 0.669 -2.222  0.077
H 1.410 -1.321 1.395  0.037
H 0.631 -1.782 0.040  0.052
C -1.486 0.759 6.287  -0.054
C -0.175 0.181 6.802  -0.435
C -0.375 -1.182 7.489  -0.190
O 0.778 -1.808 8.017  -0.189
C 0.660 -2.997 8.788  -0.102
N 0.739 0.070 5.700  0.044
H -1.995 0.124 5.561  0.067
H -1.247 1.654 5.711  0.084
H -2.167 0.927 7.122  0.081
H 0.323 0.848 7.505  0.137
H -0.797 -1.763 6.668  0.125
H -1.075 -0.978 8.298  0.126
H -0.045 -2.819 9.601  0.081
H 1.574 -3.249 9.324  0.087
H 0.337 -3.886 8.246  0.079
H 1.271 -0.744 5.973  0.024
H 0.209 -0.219 4.891  0.043
C -1.948 -3.529 3.109  -0.046
C -0.539 -3.820 3.649  -0.399
C 0.074 -4.984 2.823  -0.167
O -0.695 -6.223 2.921  -0.197
C -0.277 -6.932 4.088  -0.109
N 0.192 -2.564 3.654  0.068
H -2.656 -2.955 3.707  0.053
H -2.517 -4.444 2.947  0.074
H -2.027 -2.929 2.202  0.065
H -0.550 -4.117 4.698  0.118
H 1.103 -5.097 3.165  0.109
H 0.121 -4.705 1.770  0.122
H -1.049 -7.678 4.277  0.086
H -0.170 -6.342 4.998  0.076
H 0.665 -7.371 3.760  0.087
H 1.197 -2.645 3.711  0.028
H 0.052 -2.086 2.775  0.012
C 4.104 -0.204 6.238  -0.055
C 3.964 -0.952 4.970  -0.428
C 3.181 -2.306 5.198  -0.184
O 3.988 -3.091 6.084  -0.178
C 3.453 -4.395 6.333  -0.085
N 3.280 -0.169 4.017  0.046
H 4.586 -0.827 6.991  0.084
H 3.186 0.247 6.616  0.079
H 4.869 0.557 6.082  0.083
H 4.908 -1.330 4.579  0.131
H 3.009 -2.895 4.297  0.092
H 2.130 -2.186 5.458  0.083
H 3.428 -5.026 5.444  0.080
H 2.422 -4.293 6.674  0.071
H 4.049 -4.935 7.068  0.088
H 2.352 0.035 4.359  0.040
H 3.694 0.752 4.046  0.098
C -6.541 -0.572 6.998  -0.071
C -5.778 -0.973 5.709  -0.430
C -5.183 0.314 5.032  -0.197
O -4.690 -0.062 3.760  -0.187
C -4.087 0.978 3.051  -0.120
N -4.706 -1.836 6.144  0.042
H -5.809 -0.114 7.664  0.075
H -6.902 -1.466 7.508  0.068
H -7.405 0.077 6.858  0.070
H -6.428 -1.421 4.958  0.133
H -4.398 0.749 5.650  0.110
H -6.029 1.002 5.009  0.122
H -3.275 0.707 2.377  0.076
H -3.789 1.794 3.710  0.084
H -4.908 1.366 2.448  0.085
H -5.072 -2.763 6.307  0.076
H -4.152 -1.866 5.300  0.047
C 0.791 4.750 -3.856  -0.058
C 0.374 6.061 -4.523  -0.399
C 1.606 6.809 -5.161  -0.203
O 1.228 8.022 -5.764  -0.205
C 2.149 8.523 -6.673  -0.111
N -0.695 5.911 -5.547  0.038
H -0.079 4.261 -3.416  0.058
H 1.484 4.882 -3.025  0.081
H 1.267 4.030 -4.522  0.060
H -0.123 6.719 -3.810  0.127
H 2.065 6.061 -5.808  0.119
H 2.420 7.033 -4.472  0.123
H 3.066 8.679 -6.104  0.086
H 1.740 9.428 -7.120  0.096
H 2.353 7.736 -7.399  0.088
H -0.625 6.776 -6.063  0.053
H -1.566 5.973 -5.040  0.066

Output
LUMO energy in eV: 0.39
F_max in eV/A: 3.3
Orbital gap in eV: 8.642
Highest occupied orbital energy in hartree: -0.3032

=====

Entry 3:
DFT (the ωB97M-V functional and the def2-TZVPD basis) results for a 2-piece molecular cluster, C2H5N3O3 overall.

Each line ends with the Löwdin charge.
Positions of all 13 atoms, in Å:
C -1.395 -0.466 0.174  -0.251
C 1.907 -0.904 -0.022  -0.310
H -4.058 1.316 0.290  0.288
H -1.745 -1.367 0.498  0.113
H -0.014 0.955 0.397  0.146
H 2.481 -1.802 0.071  0.120
H 2.975 1.833 0.048  0.027
N -2.267 0.437 -0.119  -0.035
N -0.199 -0.058 0.478  0.067
N 2.798 0.010 0.122  0.019
O -3.681 0.128 -0.163  -0.184
O 0.711 -0.812 -0.388  0.004
O 2.340 1.255 -0.147  -0.005

Output
LUMO energy in eV: 0.13
F_max in eV/A: 6.3
Orbital gap in eV: 9.319
Highest occupied orbital energy in hartree: -0.3375

=====

Entry 4:
DFT (the ωB97M-V functional and the def2-TZVPD basis) results for a 10-piece molecular cluster, C12H38FN10O18PSi overall.

Each line ends with the Löwdin charge.
Positions of all 81 atoms, in Å:
N 2.612 -1.072 -3.170  -0.374
P 1.248 -0.827 -4.038  0.541
Si 1.718 -1.130 -6.162  0.488
C 0.821 -2.629 -6.987  -0.387
C 1.556 -4.078 -6.768  -0.249
C 1.797 -4.507 -5.204  -0.153
F 2.293 -5.934 -5.203  -0.166
H 3.329 -1.309 -3.914  -0.066
H 0.811 0.547 -3.793  -0.042
H 0.185 -1.733 -3.645  -0.024
H 1.221 0.077 -6.870  -0.071
H 3.174 -1.133 -6.398  -0.049
H -0.298 -2.595 -6.617  0.088
H 0.850 -2.419 -8.162  0.094
H 2.561 -4.190 -7.388  0.128
H 0.818 -4.896 -7.227  0.124
H 2.658 -3.890 -4.660  0.120
H 0.812 -4.501 -4.551  0.126
C 0.053 -0.901 0.708  0.023
N 0.092 -0.877 -0.779  -0.389
O 0.965 -0.181 -1.311  -0.034
O -0.755 -1.556 -1.370  0.021
H 0.850 -0.262 1.093  0.065
H -0.925 -0.527 1.019  0.113
H 0.201 -1.935 1.025  0.077
C -0.168 2.189 4.011  0.032
N 0.441 1.125 3.168  -0.395
O 0.172 -0.048 3.455  0.054
O 1.171 1.496 2.241  0.042
H -0.782 1.720 4.782  0.081
H 0.647 2.760 4.460  0.078
H -0.779 2.816 3.359  0.086
C 0.034 2.828 -2.866  0.022
N -1.134 3.369 -2.120  -0.419
O -2.213 3.426 -2.722  0.057
O -0.935 3.722 -0.952  0.042
H -0.285 2.559 -3.875  0.088
H 0.796 3.609 -2.897  0.109
H 0.390 1.947 -2.327  0.060
C -1.119 -5.509 -0.793  0.033
N -1.636 -4.585 0.252  -0.403
O -0.809 -4.082 1.022  0.027
O -2.857 -4.391 0.270  0.054
H -0.035 -5.587 -0.692  0.089
H -1.592 -6.481 -0.636  0.072
H -1.387 -5.090 -1.765  0.103
C -0.104 4.248 7.923  0.058
N -0.170 3.569 6.601  -0.371
O 0.504 4.051 5.683  0.030
O -0.896 2.572 6.522  0.044
H 0.569 5.105 7.847  0.102
H -1.115 4.573 8.177  0.108
H 0.274 3.524 8.647  0.106
C -1.298 5.432 2.473  0.029
N -1.815 6.356 3.519  -0.420
O -0.988 6.859 4.289  0.038
O -3.036 6.551 3.537  0.045
H -0.214 5.355 2.575  0.105
H -1.771 4.460 2.630  0.086
H -1.566 5.851 1.501  0.074
C -1.576 -7.653 2.829  0.050
N -1.642 -8.332 1.507  -0.398
O -0.968 -7.850 0.589  0.021
O -2.368 -9.330 1.428  0.064
H -0.904 -6.796 2.753  0.096
H -2.587 -7.328 3.084  0.105
H -1.198 -8.377 3.553  0.103
C -2.245 10.160 1.402  0.045
N -1.637 9.095 0.559  -0.406
O -1.905 7.923 0.846  0.039
O -0.907 9.467 -0.367  0.062
H -2.860 9.691 2.174  0.097
H -1.430 10.730 1.852  0.104
H -2.857 10.787 0.750  0.103
C 2.940 -3.159 -0.316  0.042
N 2.799 -4.435 0.437  -0.421
O 2.831 -5.484 -0.216  0.042
O 2.660 -4.346 1.662  0.045
H 3.054 -3.387 -1.378  0.081
H 2.036 -2.572 -0.142  0.069
H 3.826 -2.647 0.066  0.109

Output
LUMO energy in eV: -0.82
F_max in eV/A: 3.1
Orbital gap in eV: 7.759
Highest occupied orbital energy in hartree: -0.3154
SMILES: N=[PH2][SiH2]CCCF.C[N+](=O)[O-].C[N+](=O)[O-].C[N+](=O)[O-].C[N+](=O)[O-].C[N+](=O)[O-].C[N+](=O)[O-].C[N+](=O)[O-].C[N+](=O)[O-].C[N+](=O)[O-]